1.
132
Properties=species:S:1:pos:R:3:lowdin_charge:R:1 method="wB97M-V/def2-TZVPD" charge=-2 de_lowest_kcal_mol=8.0 gap_ev=6.873
K -0.461 0.047 -0.359 0.6599
P 2.175 1.301 0.842 1.1275
F 7.510 5.000 -0.918 0.1281
F 1.550 3.524 7.081 0.1179
F 6.368 -3.533 3.085 0.1145
F 6.856 -3.578 0.978 0.1482
F 6.019 6.005 -2.115 0.1267
F -0.459 3.995 6.462 0.1241
F 7.809 -2.142 2.280 0.1094
F 0.005 2.016 7.196 0.1226
F 6.321 6.576 -0.050 0.1216
O -0.528 2.533 0.023 -0.3148
O 3.426 -4.197 -0.872 0.0279
O -2.194 -1.118 0.530 -0.3728
O 4.056 -1.895 -2.640 0.0000
N 0.748 -2.603 0.803 0.1236
N 1.116 -0.240 -3.007 0.1172
N -3.398 1.503 1.189 0.2071
N 2.055 -2.444 -1.558 0.1569
C 0.473 3.019 6.430 -0.5775
C -0.879 7.312 -0.695 -0.1032
C 0.747 1.259 4.667 -0.0040
C -3.669 -2.998 0.467 -0.1180
C 3.500 2.942 -0.945 -0.0673
C -3.526 3.020 -1.650 -0.0235
C 1.539 -0.456 -5.745 -0.0849
C 2.552 -3.352 -0.693 -0.4764
C -3.811 0.467 1.925 -0.2600
C 5.110 -1.496 0.456 0.0164
C -2.848 2.550 1.804 -0.2428
C -4.832 -3.618 0.919 -0.0650
C -3.468 -1.457 0.291 -0.5191
C -2.593 -3.811 0.114 -0.0152
C 1.528 3.187 2.830 -0.0675
C 4.088 -0.577 0.263 -0.0711
C -1.426 3.516 -0.200 -0.5523
C -3.907 -1.195 -1.177 -0.1116
C 5.139 4.199 0.904 -0.0076
C -4.914 -5.003 1.032 -0.1134
C 1.571 1.842 2.474 -0.3452
C 1.848 -3.337 0.659 -0.1940
C -4.475 -0.685 1.235 -0.0499
C 3.385 2.625 0.406 -0.3442
C 0.808 2.590 5.039 -0.1412
C -2.669 -5.191 0.222 -0.0831
C 2.029 -1.084 -3.490 -0.1951
C -3.313 2.877 -4.048 -0.1230
C 1.765 -4.041 2.940 -0.0816
C -2.167 3.270 -1.519 -0.1331
C -3.377 -0.513 -3.439 -0.0843
C 0.506 7.406 -0.605 -0.1211
C 6.625 -2.758 2.004 -0.5756
C 2.823 -1.915 -2.508 -0.5096
C 2.388 -4.080 1.706 -0.0195
C 0.127 -2.589 1.984 -0.1491
C 4.220 3.255 1.324 -0.0666
C -2.371 3.751 1.024 -0.0636
C -3.832 -5.797 0.686 -0.1253
C 0.577 0.411 -5.248 -0.0766
C -1.949 3.124 -3.926 -0.1074
C 0.609 -3.286 3.086 -0.0738
C -2.755 2.621 3.193 -0.0395
C -0.765 4.919 -0.373 -0.1568
C 4.429 3.879 -1.379 -0.0017
C 0.415 0.491 -3.873 -0.1378
C 5.240 4.511 -0.449 -0.1366
C 0.614 5.020 -0.307 -0.0352
C 6.260 5.515 -0.885 -0.5799
C 4.962 -1.109 2.828 -0.0181
C 1.125 0.886 3.386 -0.0715
C 2.286 -1.202 -4.854 -0.0177
C 5.533 -1.769 1.747 -0.1293
C 3.956 -0.181 2.620 -0.0675
C -4.094 2.818 -2.905 -0.0945
C 1.255 6.250 -0.418 -0.0826
C 1.168 3.562 4.111 -0.0040
C -5.193 -1.507 -1.623 -0.0454
C -1.507 6.079 -0.585 -0.0392
C -3.191 1.558 3.960 -0.0804
C -3.709 0.452 3.315 -0.0325
C -4.653 -0.840 -3.869 -0.1164
C -1.387 3.311 -2.674 -0.0440
C -3.013 -0.680 -2.108 -0.0153
C 3.488 0.080 1.331 -0.3177
C -5.567 -1.331 -2.947 -0.1021
H -1.686 -3.326 -0.229 0.1096
H -5.829 -5.459 1.396 0.0861
H 1.108 -0.164 3.122 0.1025
H 0.996 8.369 -0.693 0.0855
H 2.172 -4.596 3.779 0.0951
H -1.812 -5.796 -0.052 0.0972
H 1.804 3.945 2.106 0.0990
H -2.332 3.501 3.653 0.0983
H -4.054 -0.410 3.871 0.1017
H 2.338 6.301 -0.363 0.0903
H -0.323 3.505 -2.564 0.1223
H -0.038 1.013 -5.906 0.0904
H -3.121 1.589 5.043 0.0974
H 4.510 4.124 -2.428 0.1203
H 3.758 -0.384 -0.747 0.0909
H 2.838 2.458 -1.657 0.1119
H -6.573 -1.588 -3.262 0.0881
H -2.020 -0.391 -1.812 0.0346
H 5.780 4.697 1.620 0.1195
H 5.518 -2.015 -0.401 0.1213
H -3.890 -6.876 0.779 0.0844
H 0.417 0.510 5.373 0.1198
H -5.339 -0.314 0.677 0.1144
H 5.303 -1.325 3.833 0.1169
H -4.936 -0.706 -4.907 0.0885
H -5.151 2.588 -2.986 0.0972
H -5.697 -3.026 1.195 0.0946
H 3.533 0.329 3.474 0.0945
H -4.148 2.938 -0.766 0.0973
H -3.755 2.707 -5.023 0.0914
H -2.587 6.016 -0.682 0.1122
H 3.283 -4.659 1.519 0.1077
H 4.150 3.006 2.378 0.1124
H -2.654 -0.110 -4.139 0.0922
H 1.147 4.090 -0.176 0.0757
H -5.915 -1.915 -0.925 0.1012
H 3.065 -1.877 -5.182 0.1110
H -4.847 -1.364 2.003 0.0888
H -0.317 1.167 -3.446 0.0760
H 0.079 -3.241 4.030 0.0932
H -0.791 -2.002 2.013 0.0906
H -3.227 4.375 0.745 0.1130
H -1.784 4.350 1.724 0.1113
H -1.322 3.167 -4.812 0.0929
H 1.701 -0.547 -6.813 0.0954
H 1.167 4.608 4.392 0.1235
H -1.471 8.206 -0.858 0.0885

2.
132
Properties=species:S:1:pos:R:3:lowdin_charge:R:1 method="wB97M-V/def2-TZVPD" charge=-2 de_lowest_kcal_mol=70.6 gap_ev=4.131
K 0.327 -0.577 0.234 0.6887
P -0.444 2.307 -0.850 1.1688
F -4.488 1.827 -6.262 0.1278
F 5.581 5.268 -0.907 0.1469
F 5.792 4.220 -2.788 0.1377
F -5.146 3.753 -5.541 0.1253
F -3.551 4.281 4.777 0.1288
F 4.972 6.213 -2.733 0.1111
F -5.078 4.867 3.371 0.1220
F -3.391 3.612 -6.779 0.1274
F -3.460 6.220 3.844 0.1200
O -1.772 -1.335 -0.138 -0.3578
O 2.014 -1.774 1.793 -0.2091
O 3.910 1.950 -1.892 0.0063
O 3.469 2.890 0.755 0.0115
N 1.046 -0.227 -2.465 0.0874
N 2.227 1.154 -0.228 0.0520
N -0.750 -1.859 2.652 0.1724
N 0.586 1.349 2.006 0.0521
C -4.026 -1.174 -1.832 -0.0294
C -1.980 1.493 -2.992 -0.0632
C -1.987 3.878 -2.753 -0.0601
C 4.983 5.027 -2.081 -0.5804
C -4.227 -4.073 0.427 -0.0524
C -4.052 2.999 -5.775 -0.5849
C 0.974 3.377 -1.374 -0.2868
C 2.340 0.099 -2.375 -0.1930
C 2.626 1.975 0.737 -0.4866
C 3.607 4.439 -1.929 -0.0682
C 1.540 -4.736 -1.044 -0.1220
C -1.978 -2.384 2.613 -0.2436
C -2.798 3.992 -3.867 -0.0198
C 6.791 -1.105 3.372 -0.1537
C 6.751 -2.328 2.701 -0.1398
C -2.256 -3.620 3.196 -0.0289
C -3.754 4.924 3.608 -0.5824
C 2.976 -1.780 -3.686 -0.0618
C 3.219 -2.430 1.395 -0.2190
C 2.602 -5.256 -1.785 -0.1568
C 2.447 2.183 3.253 -0.0250
C -4.106 -1.187 -0.436 -0.1283
C 3.035 -3.356 0.344 -0.1509
C 0.403 1.642 4.374 -0.0762
C 3.311 3.090 -2.525 -0.1996
C -2.924 -1.853 0.317 -0.5571
C -6.165 0.086 -0.615 -0.1060
C 1.324 4.602 -1.003 -0.0589
C -3.511 3.484 1.567 -0.0103
C -3.197 2.844 -4.549 -0.1344
C 4.410 -2.002 2.028 -0.1650
C 0.252 -2.566 3.202 -0.2282
C -2.029 -4.081 -0.518 -0.0089
C 1.895 2.589 -2.268 -0.1383
C -2.137 -5.453 -0.738 -0.0791
C 4.098 -3.862 -0.472 -0.0634
C -1.567 2.625 -2.307 -0.3344
C 0.053 -3.813 3.772 -0.0231
C -2.941 4.351 2.487 -0.1416
C -3.050 -1.622 1.862 -0.0610
C -0.814 4.111 1.391 -0.0813
C 1.720 2.093 4.424 -0.0705
C 5.611 -2.773 2.059 -0.0643
C -0.116 1.287 3.143 -0.1538
C 3.339 -0.642 -2.981 0.0147
C 1.621 -1.931 3.145 -0.1466
C 1.731 -3.820 -0.027 -0.0350
C -1.590 4.655 2.405 -0.0129
C 2.666 5.144 -1.319 0.0119
C -2.797 1.597 -4.118 -0.0075
C 2.599 1.368 -1.571 -0.3910
C 0.706 -1.322 -3.148 -0.1287
C -2.733 2.949 0.552 -0.0677
C -3.068 -3.380 0.077 -0.1426
C -1.378 3.272 0.430 -0.3265
C -4.995 -0.559 -2.603 -0.0974
C 5.622 -0.346 3.382 -0.1171
C -1.230 -4.339 3.779 -0.0666
C 1.847 1.790 2.056 -0.1977
C 4.470 -0.773 2.746 -0.0327
C 1.637 -2.127 -3.783 -0.0694
C -6.078 0.080 -1.996 -0.1131
C -4.343 -5.438 0.209 -0.1048
C 3.879 -4.781 -1.479 -0.1460
C -3.290 -6.137 -0.375 -0.1143
C -5.186 -0.547 0.157 -0.0470
H 1.356 2.303 -3.173 0.1452
H -3.121 0.707 -4.640 0.1092
H 2.440 -5.977 -2.576 0.0701
H 7.695 -0.756 3.856 0.0705
H -4.033 -1.920 2.238 0.0996
H -3.187 2.251 -0.145 0.1096
H -0.208 1.565 5.264 0.0956
H -4.557 3.219 1.640 0.1159
H 3.465 2.545 3.216 0.1121
H 0.529 -5.056 -1.268 0.0604
H -5.253 -5.957 0.492 0.0883
H -6.836 0.570 -2.597 0.0888
H 4.370 -0.337 -2.866 0.1182
H -1.676 4.771 -2.220 0.1106
H 3.596 -0.137 2.755 0.0790
H -1.672 0.519 -2.626 0.0855
H 1.566 -0.946 3.622 0.1127
H -5.270 -0.507 1.237 0.0964
H -6.992 0.590 -0.126 0.0891
H 0.872 -3.463 0.528 0.0853
H 3.581 3.110 -3.585 0.1539
H -3.161 -1.643 -2.290 0.1160
H -1.425 -5.310 4.219 0.0981
H -1.139 0.936 3.052 0.1028
H -1.313 -5.993 -1.189 0.0831
H -0.354 -1.560 -3.165 0.1039
H 7.633 -2.962 2.692 0.0828
H 1.323 -3.019 -4.308 0.0974
H -4.907 -0.563 -3.684 0.0891
H -3.371 -7.204 -0.548 0.0864
H -3.125 4.966 -4.210 0.1172
H 4.730 -5.123 -2.062 0.0845
H -2.911 -0.549 2.017 0.1163
H 5.619 -3.753 1.602 0.0863
H 2.168 2.372 5.371 0.0977
H -5.059 -3.533 0.868 0.1113
H 3.734 -2.406 -4.142 0.1029
H -1.133 5.303 3.142 0.1215
H 0.892 -4.356 4.189 0.1078
H -1.138 -3.522 -0.781 0.0969
H 2.357 -2.531 3.683 0.1307
H -3.262 -4.018 3.157 0.1041
H 5.101 -3.490 -0.319 0.0841
H 0.685 5.210 -0.376 0.0856
H 2.906 6.137 -0.950 0.1216
H 0.250 4.310 1.385 0.0994
H 5.609 0.616 3.887 0.0876

What maximum force values result from the calculations? In sequence: 0.0279; 0.0271 hartree/bohr.
What energy values result from the calculations? In sequence: -4903.56786; -4903.46814 a.u..